# 1
Below is a structure of composition C27H44BrNOP2Ti, with properties calculated with wB97M-V/def2-TZVPD.

```
77
C27H44BrNOP2Ti, DFT wB97M-V/def2-TZVPD
C 0.296 -0.183 5.853
C 0.401 -0.937 4.673
C -0.565 -1.956 4.467
C -1.511 -2.223 5.474
N -1.518 -1.550 6.610
C -0.691 -0.537 6.800
C 1.355 -0.749 3.594
C 2.310 -1.129 2.889
C 2.903 -1.057 1.564
C 3.069 0.266 1.014
C 3.735 0.393 -0.256
C 3.389 -0.706 -1.069
C 3.102 -2.011 -0.717
C 3.108 -2.172 0.707
Ti 1.901 0.373 -1.291
P -0.458 1.070 0.216
H -0.526 -2.531 3.531
H 0.977 0.633 6.049
H -2.239 -3.024 5.327
H -0.780 0.002 7.745
H 3.236 -3.187 1.113
H 2.907 1.158 1.652
H 3.024 -2.784 -1.525
H 4.619 0.990 -0.482
C -1.641 2.266 -0.588
C -3.076 2.431 -0.093
H -1.666 1.962 -1.645
H -1.127 3.239 -0.554
H -3.596 3.125 -0.767
H -3.657 1.501 -0.108
H -3.139 2.880 0.905
C -1.522 -0.219 1.004
C -2.316 0.181 2.239
H -0.818 -1.019 1.266
H -2.178 -0.624 0.222
H -2.906 -0.675 2.587
H -1.654 0.457 3.067
H -3.020 0.998 2.036
C 0.176 2.002 1.672
C -0.760 2.974 2.387
H 1.057 2.557 1.314
H 0.558 1.234 2.362
H -0.221 3.439 3.224
H -1.095 3.785 1.729
H -1.640 2.496 2.830
Br 2.867 -0.063 -3.494
P -0.604 -1.186 -2.282
C -2.456 -1.049 -2.314
C -3.200 -1.306 -3.615
H -2.644 -0.021 -1.970
H -2.826 -1.727 -1.533
H -4.266 -1.117 -3.458
H -2.876 -0.645 -4.420
H -3.112 -2.342 -3.959
C -0.240 -0.828 -4.047
C -0.057 -1.959 -5.045
H 0.715 -0.261 -4.046
H -0.998 -0.115 -4.408
H 0.291 -1.552 -6.006
H 0.689 -2.696 -4.733
H -0.990 -2.491 -5.257
C -0.167 -2.932 -1.887
C -1.115 -3.987 -2.449
H -0.143 -2.986 -0.787
H 0.869 -3.101 -2.221
H -0.800 -4.992 -2.145
H -2.144 -3.855 -2.106
H -1.110 -3.983 -3.542
C 3.901 3.769 -1.693
C 2.523 3.669 -1.053
O 1.838 2.420 -1.586
H 4.295 2.768 -1.938
H 4.594 4.253 -0.999
H 3.841 4.368 -2.616
H 2.555 3.583 0.046
H 1.874 4.513 -1.336
H 1.093 2.714 -2.132
```

Values from the calculation:
lowest unoccupied orbital energy (spin up / spin down)	-7.2 / -8.4	eV
frontier orbital gap (spin up / spin down)	6.4976 / 5.7314	eV
⟨S²⟩	2.0163
M	588.4	Da
charge	+2
2S+1	3

---

# 2
Below is a structure of composition C27H44Cl2NO2PRh, with properties calculated with wB97M-V/def2-TZVPD.

```
78
C27H44Cl2NO2PRh, DFT wB97M-V/def2-TZVPD
P -0.228 1.201 -3.614
C -1.870 0.460 -3.523
C -2.686 1.192 -4.619
C -4.074 0.573 -4.820
C -4.051 -0.952 -4.956
C -3.280 -1.632 -3.816
C -1.860 -1.070 -3.697
C 1.323 0.385 -4.034
C 1.501 0.555 -5.557
C 2.858 -0.012 -5.982
C 3.075 -1.460 -5.523
C 2.806 -1.670 -4.025
C 1.453 -1.086 -3.593
C -0.074 2.815 -2.808
C -1.186 3.170 -1.804
C -1.149 4.675 -1.509
C 0.230 5.230 -1.116
C 1.417 4.612 -1.872
C 1.291 3.111 -2.158
H -2.262 0.691 -2.510
H -2.118 1.151 -5.561
H -2.791 2.258 -4.365
H -4.531 1.027 -5.704
H -4.695 0.852 -3.958
H -5.077 -1.332 -4.995
H -3.578 -1.218 -5.909
H -3.807 -1.486 -2.864
H -3.220 -2.712 -3.999
H -1.329 -1.540 -2.854
H -1.318 -1.307 -4.627
H 2.120 0.949 -3.509
H 3.640 0.627 -5.552
H 1.432 1.618 -5.831
H 0.685 0.036 -6.081
H 2.949 0.060 -7.071
H 4.100 -1.766 -5.766
H 2.404 -2.113 -6.095
H 2.817 -2.745 -3.800
H 3.605 -1.207 -3.431
H 1.331 -1.154 -2.499
H 0.661 -1.671 -4.079
H -0.186 3.447 -3.718
H -2.177 2.927 -2.210
H -1.062 2.576 -0.880
H -1.479 5.201 -2.416
H -1.888 4.909 -0.734
H 0.382 5.117 -0.031
H 0.229 6.308 -1.323
H 2.352 4.799 -1.330
H 1.516 5.131 -2.836
H 2.113 2.821 -2.825
H 1.389 2.511 -1.236
Rh 0.107 -0.587 1.047
Cl 1.991 0.195 -0.072
Cl -1.984 0.280 0.596
C -0.320 -2.090 0.098
H -1.359 -2.111 -0.265
C 0.406 -3.340 -0.054
C 1.809 -3.352 0.055
C 2.491 -4.564 -0.036
C 1.788 -5.763 -0.219
C 0.387 -5.748 -0.349
C -0.309 -4.552 -0.284
H 2.338 -2.412 0.223
H 3.579 -4.587 0.056
H -0.163 -6.680 -0.486
H -1.398 -4.517 -0.359
H 2.317 -6.714 -0.255
N 0.511 0.401 5.566
C 0.733 1.429 4.523
C 0.434 0.739 3.212
O 0.428 1.329 2.090
O 0.211 -0.519 3.305
H -0.488 0.167 5.608
H 0.802 0.731 6.487
H 1.010 -0.468 5.332
H 0.072 2.282 4.687
H 1.771 1.772 4.561
```

Values from the calculation:
lowest unoccupied orbital energy (spin up / spin down)	2.6 / 1.1	eV
frontier orbital gap (spin up / spin down)	3.8446 / 4.7247	eV
⟨S²⟩	6.0354
M	619.4	Da
charge	-1
2S+1	5

---

Among the records above, which one has the lowest 2S+1? C27H44BrNOP2Ti

---

What did the second record say?
Below is a structure of composition C27H44Cl2NO2PRh, with properties calculated with wB97M-V/def2-TZVPD.

```
78
C27H44Cl2NO2PRh, DFT wB97M-V/def2-TZVPD
P -0.228 1.201 -3.614
C -1.870 0.460 -3.523
C -2.686 1.192 -4.619
C -4.074 0.573 -4.820
C -4.051 -0.952 -4.956
C -3.280 -1.632 -3.816
C -1.860 -1.070 -3.697
C 1.323 0.385 -4.034
C 1.501 0.555 -5.557
C 2.858 -0.012 -5.982
C 3.075 -1.460 -5.523
C 2.806 -1.670 -4.025
C 1.453 -1.086 -3.593
C -0.074 2.815 -2.808
C -1.186 3.170 -1.804
C -1.149 4.675 -1.509
C 0.230 5.230 -1.116
C 1.417 4.612 -1.872
C 1.291 3.111 -2.158
H -2.262 0.691 -2.510
H -2.118 1.151 -5.561
H -2.791 2.258 -4.365
H -4.531 1.027 -5.704
H -4.695 0.852 -3.958
H -5.077 -1.332 -4.995
H -3.578 -1.218 -5.909
H -3.807 -1.486 -2.864
H -3.220 -2.712 -3.999
H -1.329 -1.540 -2.854
H -1.318 -1.307 -4.627
H 2.120 0.949 -3.509
H 3.640 0.627 -5.552
H 1.432 1.618 -5.831
H 0.685 0.036 -6.081
H 2.949 0.060 -7.071
H 4.100 -1.766 -5.766
H 2.404 -2.113 -6.095
H 2.817 -2.745 -3.800
H 3.605 -1.207 -3.431
H 1.331 -1.154 -2.499
H 0.661 -1.671 -4.079
H -0.186 3.447 -3.718
H -2.177 2.927 -2.210
H -1.062 2.576 -0.880
H -1.479 5.201 -2.416
H -1.888 4.909 -0.734
H 0.382 5.117 -0.031
H 0.229 6.308 -1.323
H 2.352 4.799 -1.330
H 1.516 5.131 -2.836
H 2.113 2.821 -2.825
H 1.389 2.511 -1.236
Rh 0.107 -0.587 1.047
Cl 1.991 0.195 -0.072
Cl -1.984 0.280 0.596
C -0.320 -2.090 0.098
H -1.359 -2.111 -0.265
C 0.406 -3.340 -0.054
C 1.809 -3.352 0.055
C 2.491 -4.564 -0.036
C 1.788 -5.763 -0.219
C 0.387 -5.748 -0.349
C -0.309 -4.552 -0.284
H 2.338 -2.412 0.223
H 3.579 -4.587 0.056
H -0.163 -6.680 -0.486
H -1.398 -4.517 -0.359
H 2.317 -6.714 -0.255
N 0.511 0.401 5.566
C 0.733 1.429 4.523
C 0.434 0.739 3.212
O 0.428 1.329 2.090
O 0.211 -0.519 3.305
H -0.488 0.167 5.608
H 0.802 0.731 6.487
H 1.010 -0.468 5.332
H 0.072 2.282 4.687
H 1.771 1.772 4.561
```

Values from the calculation:
lowest unoccupied orbital energy (spin up / spin down)	2.6 / 1.1	eV
frontier orbital gap (spin up / spin down)	3.8446 / 4.7247	eV
⟨S²⟩	6.0354
M	619.4	Da
charge	-1
2S+1	5